Density functional theory data (the ωB97M-V functional and the def2-TZVPD basis) for a structure of composition C18H10ClI2N4O7Pd.

Last column: Löwdin charge in e.
CARTESIAN COORDINATES (ANGSTROEM)
I: 6.37 -0.61 3.15  0.843
I: 1.07 0.49 5.61  0.845
Pd: -0.24 0.09 0.06  0.718
Cl: -0.13 2.28 -0.70  -0.196
O: -2.13 -6.63 3.88  0.084
O: -0.14 -1.97 0.26  -0.148
O: 2.06 -7.73 -0.49  0.070
O: -0.98 -8.30 3.16  0.070
O: 0.28 0.59 2.54  -0.123
O: -1.94 -2.33 1.59  0.033
O: 2.24 -5.82 -1.47  0.083
N: -1.32 -7.13 3.13  -0.353
N: 1.76 0.04 0.25  -0.063
N: -2.24 0.16 -0.09  0.061
N: 1.77 -6.56 -0.63  -0.353
C: -0.50 -4.13 1.07  -0.077
C: -1.08 -4.94 2.03  0.083
C: -0.93 -2.66 0.98  -0.604
C: 2.18 0.19 3.88  -0.666
C: 3.84 -0.33 -0.83  -0.050
C: 4.33 -0.26 2.87  -0.699
C: 2.46 -0.12 -0.86  -0.141
C: -0.70 -6.27 2.11  -0.114
C: 0.23 -6.84 1.26  0.078
C: 2.35 0.03 1.48  -0.107
C: 4.47 -0.39 0.39  -0.052
C: 0.78 -5.99 0.31  -0.114
C: 3.54 -0.07 3.99  -0.263
C: -3.36 0.28 -0.04  -0.164
C: 1.49 0.29 2.65  -0.491
C: -4.80 0.41 0.12  -0.033
C: 0.44 -4.65 0.20  0.082
C: 3.75 -0.21 1.59  -0.217
H: -5.31 -0.22 -0.61  0.087
H: 5.54 -0.57 0.44  0.047
H: 3.99 -0.12 4.97  0.067
H: 0.91 -4.02 -0.54  0.129
H: 0.51 -7.87 1.33  0.127
H: 1.91 -0.08 -1.79  0.101
H: -5.07 0.10 1.12  0.094
H: -5.09 1.45 -0.04  0.088
H: -1.83 -4.52 2.70  0.133
H: 4.38 -0.45 -1.75  0.103

Summary:
Highest occupied orbital energy ... -4.37 eV
Energy relative to the best compared isomer or geometry (same formula, charge and spin) ... 19.56 kcal/mol
HOMO-LUMO gap ... 5.6 eV
2S+1 ... 1
E_LUMO ... 1.25 eV
Net charge ... -1